1.
Density functional theory data (wB97M-V/def2-TZVPD) for C17H25FN2O3 in the gas phase.

Calculated values
LUMO: 0.02592 Eh
SMILES: COc1ccc(CN2CC[C@@H](N3CCOCC3)[C@H](O)C2)cc1F
Gap between HOMO and LUMO: 0.3224 Eh
HOMO level: -8.07 eV

```
! wB97M-V def2-TZVPD RIJCOSX def2/J DEFGRID3
* xyz 0 1
C 3.44 3.34 -0.88
H 3.65 4.34 -0.51
O 3.15 2.57 0.26
C 2.85 1.26 0.10
C 2.78 0.58 -1.11
C 2.43 -0.76 -1.16
C 2.13 -1.47 0.00
C 2.23 -0.81 1.22
C 2.58 0.52 1.26
F 2.66 1.14 2.45
H 2.01 -1.32 2.15
C 1.64 -2.90 -0.07
N 0.21 -3.10 -0.18
C -0.60 -2.98 1.01
C -1.16 -1.57 1.31
O -0.47 -1.02 2.41
H -0.66 -0.08 2.42
C -1.03 -0.68 0.07
N -1.70 0.59 0.30
C -1.14 1.70 -0.45
C -1.73 3.00 0.09
H -1.37 3.86 -0.48
O -3.13 3.02 -0.01
C -3.68 1.92 0.68
H -4.76 1.99 0.55
C -3.14 0.60 0.15
H -3.58 -0.23 0.71
H -3.44 0.50 -0.91
H -3.45 2.00 1.76
H -1.43 3.12 1.15
H -0.05 1.71 -0.31
H -1.36 1.63 -1.53
C -1.46 -1.50 -1.15
C -0.45 -2.64 -1.38
H -0.98 -3.49 -1.83
H 0.31 -2.31 -2.09
H -2.46 -1.91 -0.98
H -1.51 -0.86 -2.04
H 0.03 -0.44 -0.04
H -2.23 -1.67 1.58
H -1.45 -3.67 0.88
H -0.02 -3.31 1.87
H 2.09 -3.39 -0.94
H 1.97 -3.43 0.83
H 2.40 -1.25 -2.12
H 3.00 1.09 -2.04
H 4.32 2.95 -1.41
H 2.59 3.38 -1.57
*
```



2.
Density functional theory data (wB97M-V/def2-TZVPD) for a molecular structure, C33H35N8O4S4Ti.

Calculated values
LUMO: -0.15104 Eh
Gap between HOMO and LUMO: 0.2262 Eh
HOMO level: -10.27 eV

```
! wB97M-V def2-TZVPD RIJCOSX def2/J DEFGRID3
* xyz 1 1
Ti 1.07 -1.44 0.46
S 0.47 -2.62 2.38
C -1.19 -2.06 2.57
N -1.96 -2.34 3.58
N -1.48 -3.00 4.58
C -2.27 -3.33 5.71
C -3.60 -2.95 5.79
C -4.32 -3.30 6.92
C -3.72 -4.01 7.96
C -2.38 -4.38 7.86
C -1.65 -4.04 6.73
N -1.80 -1.35 1.58
N -1.05 -1.01 0.63
C -1.69 -0.31 -0.44
C -3.07 -0.37 -0.64
C -3.62 0.34 -1.69
C -2.81 1.08 -2.54
C -1.44 1.12 -2.35
C -0.88 0.42 -1.30
H -0.51 -3.30 4.56
H -4.06 -2.40 4.98
H -5.36 -3.02 7.00
H -4.29 -4.28 8.84
H -1.91 -4.93 8.65
H -0.61 -4.32 6.65
H -3.68 -0.96 0.03
H -4.69 0.30 -1.84
H -3.26 1.63 -3.36
H -0.80 1.68 -3.01
H 0.20 0.49 -1.16
C 4.66 -0.02 -1.74
C 3.53 -0.73 -1.30
N 2.78 -0.31 -0.30
C 3.10 0.86 0.30
C 4.20 1.62 -0.06
C 5.00 1.15 -1.12
C 4.47 2.84 0.66
C 3.65 3.25 1.65
C 2.50 2.49 2.02
C 1.59 2.88 3.01
C 0.50 2.09 3.27
C 0.32 0.90 2.55
N 1.17 0.50 1.61
C 2.23 1.29 1.35
H 5.22 -0.41 -2.57
H 3.27 -1.67 -1.77
H 5.87 1.71 -1.43
H 5.33 3.43 0.37
H 3.85 4.17 2.18
H 1.75 3.80 3.56
H -0.23 2.36 4.02
H -0.53 0.27 2.76
S 1.89 0.68 -3.71
C 0.69 -0.24 -4.50
N 0.42 -1.49 -4.12
C -0.57 -2.35 -4.75
C -1.66 -1.49 -5.38
C -1.01 -0.45 -6.28
N -0.01 0.29 -5.51
H 0.99 -1.87 -3.38
H -0.99 -3.00 -3.98
H -0.10 -2.98 -5.50
H -2.24 -1.00 -4.60
H -2.33 -2.12 -5.96
H -1.75 0.26 -6.65
H -0.54 -0.93 -7.14
H 0.28 1.20 -5.81
C 0.48 4.34 -2.27
C -0.85 4.50 -1.51
C -0.54 3.95 -0.12
O 0.54 3.04 -0.30
C 1.40 3.64 -1.27
H 0.90 5.30 -2.58
H 0.36 3.74 -3.17
H -1.64 3.92 -1.98
H -1.18 5.54 -1.46
H -1.36 3.41 0.34
H -0.23 4.75 0.56
H 1.99 2.85 -1.73
H 2.06 4.35 -0.77
O 0.43 -2.40 -1.07
S 1.39 -3.65 -0.90
O 2.23 -2.93 0.22
O 0.67 -4.76 -0.37
S 2.41 -3.92 -2.48
*
```



3.
Density functional theory data (wB97M-V/def2-TZVPD) for C7H12N2 in the gas phase.

Calculated values
LUMO: 0.02021 Eh
SMILES: [H]/N=C(\C=C\C)N1CCC1
Gap between HOMO and LUMO: 0.3407 Eh
HOMO level: -8.72 eV

```
! wB97M-V def2-TZVPD RIJCOSX def2/J DEFGRID3
* xyz 0 1
C 3.61 -0.65 0.00
C 2.25 0.24 0.36
C 1.14 0.17 -0.45
C 0.00 0.99 -0.32
C -1.61 -1.08 0.09
C -3.08 -0.69 0.02
C -2.45 0.80 0.19
H 4.36 0.12 -0.61
H 3.33 -1.55 -0.69
H 3.93 -1.17 0.94
H 2.35 1.03 0.98
H 0.94 -0.89 -1.04
H 1.07 2.55 -0.05
H -0.87 -1.39 0.95
H -1.10 -1.63 -0.72
H -3.51 -0.91 -1.11
H -4.01 -1.19 0.77
H -2.21 0.94 1.36
H -2.80 1.76 -0.17
N 0.02 2.22 -0.04
N -1.36 0.33 -0.47
*
```



4.
Density functional theory data (wB97M-V/def2-TZVPD) for C14H27N3S in the gas phase.

Calculated values
LUMO: 0.02195 Eh
SMILES: NCCCC[C@H]1CNC(=S)N1CC1CCCCC1
Gap between HOMO and LUMO: 0.3184 Eh
HOMO level: -8.07 eV

```
! wB97M-V def2-TZVPD RIJCOSX def2/J DEFGRID3
* xyz 0 1
N 3.03 2.18 -1.01
H 2.41 2.90 -1.36
H 2.86 1.34 -1.55
C 2.79 1.94 0.40
C 3.81 0.94 0.96
C 3.66 -0.49 0.45
C 2.34 -1.17 0.84
H 1.92 -0.67 1.72
H 2.51 -2.21 1.11
C 1.30 -1.15 -0.29
N 0.00 -1.59 0.19
C -0.27 -2.85 -0.18
S -1.58 -3.74 0.26
N 0.74 -3.30 -0.98
H 0.60 -4.10 -1.57
C 1.60 -2.21 -1.37
H 2.65 -2.52 -1.36
H 1.36 -1.84 -2.38
C -0.84 -0.81 1.07
H -0.25 0.01 1.48
C -2.08 -0.26 0.35
C -2.97 0.49 1.35
C -4.22 1.02 0.66
C -3.84 1.94 -0.50
C -2.96 1.20 -1.49
C -1.71 0.66 -0.80
H -1.10 0.12 -1.53
H -1.11 1.50 -0.42
H -3.52 0.36 -1.92
H -2.67 1.87 -2.31
H -4.74 2.30 -1.00
H -3.30 2.81 -0.11
H -4.81 0.19 0.28
H -4.84 1.57 1.38
H -3.26 -0.18 2.16
H -2.41 1.32 1.78
H -2.64 -1.11 -0.04
H -1.17 -1.46 1.89
H 1.21 -0.15 -0.71
H 3.79 -0.51 -0.63
H 4.49 -1.07 0.87
H 3.72 0.94 2.05
H 4.80 1.30 0.71
H 2.94 2.90 0.91
H 1.77 1.60 0.63
*
```